1.
The following is a quantum chemistry calculation of C22H41N6SSi4V as an isolated structure, from the OMol25 dataset.

Properties
- Total charge: +1
- Multiplicity: 2
- Electronic energy: -3691.5068 a.u.

Geometry as XYZ:
```
75
Properties=species:S:1:pos:R:3:forces:R:3
V -0.4506 -1.2397 0.2591 0.4 -0.3 -0.6
N -2.8907 1.2946 2.1066 0.1 0.1 -0.1
C -2.9407 2.1412 1.0237 0.1 -0.1 -0.1
C -2.0072 1.6870 0.1391 -0.2 0.2 0.0
N -1.3897 0.5803 0.6602 0.0 -0.1 0.0
C -1.9268 0.3813 1.8534 -0.2 0.1 0.3
C -1.4147 -0.6584 2.7156 0.1 0.1 0.3
N -0.3443 -1.3587 2.3531 -0.4 0.1 -0.1
C -0.0355 -2.1703 3.4142 0.0 -0.1 0.2
C -0.9321 -1.9652 4.4159 0.0 0.0 -0.1
N -1.8119 -1.0066 3.9567 0.1 0.0 -0.1
H -3.5062 1.3241 2.9014 0.0 0.0 0.0
H -3.6072 2.9830 0.9862 0.0 0.0 0.0
H -1.7301 2.0895 -0.8197 0.0 0.0 0.0
H 0.8035 -2.8407 3.3796 0.0 0.0 0.0
H -1.0285 -2.4039 5.3910 0.0 0.0 0.0
H -2.6303 -0.6819 4.4432 0.0 0.0 0.0
C 3.3677 -1.1919 2.2026 0.1 0.1 -0.1
Si 3.4755 -0.5141 0.4423 -0.1 0.1 0.0
C 3.1808 1.3509 0.5281 0.1 -0.1 0.1
C 5.2369 -0.7934 -0.1531 -0.1 0.0 0.1
Si 1.7907 -1.4867 -0.8820 0.0 0.1 0.1
Si 1.9088 -0.6297 -3.0597 0.0 0.0 0.0
C 0.6459 -1.4240 -4.2221 0.1 0.0 0.0
C 3.6070 -0.8946 -3.8266 -0.1 0.1 -0.1
C 1.5360 1.2237 -3.0267 0.0 -0.1 0.0
Si 2.0511 -3.8096 -0.8662 -0.1 0.0 0.0
C 1.1478 -4.5896 -2.3237 0.0 -0.1 0.1
C 3.8252 -4.4371 -0.8992 -0.1 0.1 0.0
C 1.2696 -4.4744 0.7276 0.0 0.0 -0.1
H 4.1516 -0.7432 2.8179 0.0 0.0 0.0
H 3.5083 -2.2737 2.2287 0.0 -0.1 0.0
H 2.4091 -0.9519 2.6624 -0.1 0.0 0.0
H 3.8073 1.7952 1.3057 0.0 0.0 0.0
H 2.1407 1.5895 0.7566 -0.1 0.0 0.0
H 3.4347 1.8393 -0.4132 0.0 0.0 -0.1
H 5.9192 -0.2876 0.5348 0.1 0.0 0.0
H 5.4084 -0.3826 -1.1472 0.0 0.0 -0.1
H 5.5094 -1.8485 -0.1780 0.0 0.0 0.0
H 0.9791 -2.3995 -4.5737 0.1 -0.1 0.0
H 0.5249 -0.7845 -5.1001 -0.1 0.0 0.0
H -0.3255 -1.5814 -3.7506 0.0 0.1 0.0
H 3.8467 -1.9564 -3.9007 0.0 0.0 0.0
H 4.3985 -0.4124 -3.2550 0.0 0.0 0.1
H 3.6254 -0.4802 -4.8379 0.0 0.0 0.0
H 0.6292 1.4425 -2.4585 0.0 0.0 0.0
H 1.3989 1.6007 -4.0429 0.0 0.0 0.0
H 2.3483 1.7906 -2.5724 0.0 0.0 0.0
H 1.6197 -4.3211 -3.2685 0.0 0.0 0.0
H 0.0941 -4.3128 -2.3906 0.0 0.1 0.0
H 1.2041 -5.6781 -2.2322 0.0 0.0 0.0
H 4.3594 -4.0989 -1.7876 0.0 0.0 0.0
H 3.8222 -5.5293 -0.9042 0.0 0.0 0.0
H 4.3925 -4.1101 -0.0269 0.0 0.0 0.0
H 0.2135 -4.2018 0.8397 0.0 0.0 -0.1
H 1.8042 -4.1034 1.6033 0.1 0.0 0.0
H 1.3204 -5.5656 0.7448 0.0 0.0 0.0
N -3.1244 -0.3952 -2.8869 -0.1 0.0 0.1
C -3.2100 -1.0253 -1.7115 0.1 -0.3 0.0
S -1.9905 -2.1943 -1.3731 0.2 0.2 0.1
N -4.2791 -0.7341 -0.9548 0.0 0.2 -0.1
C -4.6438 -1.0853 0.3753 0.1 0.0 -0.1
C -5.5766 -0.2434 0.9783 0.1 0.0 0.0
C -6.0023 -0.4861 2.2723 0.0 0.0 0.0
C -5.4953 -1.5700 2.9779 0.0 0.0 0.0
C -4.5929 -2.4221 2.3611 0.0 0.0 0.0
C -4.1687 -2.2004 1.0567 0.0 0.1 0.0
H -2.3697 -0.6411 -3.5084 0.0 0.0 0.0
H -3.8362 0.2318 -3.2270 0.0 0.0 0.0
H -4.8911 -0.0211 -1.3319 0.1 0.0 0.0
H -5.9735 0.6036 0.4317 0.0 0.0 0.0
H -6.7411 0.1625 2.7233 0.0 0.0 0.0
H -5.8367 -1.7725 3.9837 0.0 0.0 0.0
H -4.2284 -3.2957 2.8853 0.0 0.0 0.0
H -3.4952 -2.8877 0.5751 0.0 0.0 0.0
```
Positions in Å, forces in eV/Å.

---

2.
The following is a quantum chemistry calculation of a 9-piece molecular cluster, C24H36Br14F16O2 overall in a non-equilibrium geometry, from the OMol25 dataset.

Properties
- Total charge: 0
- Electronic energy: -38720.5755 a.u.
- SMILES string: FC(F)C(F)(F)COC(F)(F)C(F)F.FC(F)C(F)(F)COC(F)(F)C(F)F.BrCCBr.BrCCBr.BrCCBr.BrCCBr.BrCCBr.BrCCBr.BrCCBr

Geometry as XYZ:
```
92
Properties=species:S:1:pos:R:3:forces:R:3
Br 3.4390 -13.6772 -21.5689 -1.4 -0.9 0.1
C 1.7646 -14.8243 -21.5715 -0.1 0.3 -0.5
C 1.8015 -15.5987 -22.8873 0.2 -0.2 0.5
Br 0.4587 -17.0686 -22.8377 0.7 0.5 0.0
H 0.8496 -14.2319 -21.5814 0.4 0.6 0.1
H 1.7451 -15.3656 -20.6256 0.5 -0.3 -0.4
H 2.7988 -15.9991 -23.0694 -0.3 -0.4 0.0
H 1.5361 -14.9628 -23.7319 -0.1 0.0 0.2
Br -4.7822 -10.6307 -12.7037 0.2 0.0 -0.1
C -4.0857 -10.6901 -14.5158 0.8 0.7 -0.6
C -2.5891 -11.0815 -14.5240 -1.1 -0.6 0.6
Br -1.8749 -11.1765 -16.3446 0.0 0.0 0.5
H -4.0891 -9.6829 -14.9326 -0.5 0.1 0.3
H -4.8097 -11.2795 -15.0783 0.6 -0.3 0.0
H -2.4461 -12.0473 -14.0394 0.1 0.0 -0.3
H -2.0227 -10.3450 -13.9541 0.0 0.0 -0.3
Br -2.3712 -14.4300 -26.9564 0.4 -0.7 0.8
C -2.2272 -15.8700 -25.5577 1.0 0.1 -0.5
C -2.4088 -15.3241 -24.1655 -0.8 0.2 -0.1
Br -4.2110 -14.6216 -24.1323 -0.4 0.4 0.7
H -1.2270 -16.3017 -25.5938 0.1 0.2 -0.4
H -2.9221 -16.6291 -25.9168 -0.2 0.2 0.5
H -1.7055 -14.5385 -23.8893 -0.1 0.2 -0.5
H -2.3419 -16.0296 -23.3373 -0.1 -0.4 -0.5
Br -4.8429 -9.7561 -20.4287 0.1 0.3 0.4
C -3.6971 -8.6230 -19.3383 1.3 -0.1 0.8
C -4.0482 -8.6592 -17.8625 -0.6 0.4 -0.5
Br -2.8488 -7.4578 -16.8176 -0.6 -0.6 -0.6
H -3.6632 -7.6091 -19.7370 -0.1 -0.3 -0.1
H -2.7146 -9.0949 -19.3346 0.1 0.3 -0.8
H -3.8867 -9.6785 -17.5115 -0.3 0.3 0.3
H -5.0689 -8.2884 -17.7689 0.1 -0.2 0.7
Br -4.8424 -13.1106 -17.6620 0.6 -0.6 -0.9
C -3.6517 -13.8405 -19.1036 -0.6 1.2 -1.0
C -3.2823 -15.2369 -18.8771 0.9 -1.5 0.8
Br -2.3447 -16.0126 -20.4844 -0.4 0.6 0.9
H -2.7533 -13.2266 -19.1681 -0.2 0.2 0.3
H -4.1443 -13.7596 -20.0726 -0.5 0.4 0.3
H -4.0855 -15.9338 -18.6377 0.0 0.3 -0.3
H -2.5582 -15.2371 -18.0625 0.1 -0.5 -0.1
Br 0.2012 -8.9567 -18.9964 -0.6 -0.3 -0.1
C -0.5543 -10.6765 -19.5703 0.4 -1.0 0.0
C -0.6742 -10.6553 -21.0998 -0.3 0.1 1.1
Br -1.4510 -12.3999 -21.8469 1.0 1.2 0.9
H -1.4600 -10.9906 -19.0516 -0.3 0.8 -0.1
H 0.1879 -11.3732 -19.1808 0.1 -0.1 -0.5
H 0.3166 -10.3565 -21.4420 -0.2 -0.7 -0.8
H -1.3993 -9.8862 -21.3661 0.0 -0.2 -0.3
Br -3.0293 -9.8337 -25.9430 0.5 -0.3 0.5
C -3.1154 -10.8787 -24.2623 -1.1 -0.1 -0.6
C -4.5434 -10.7519 -23.7029 0.6 0.8 0.0
Br -5.9168 -11.2087 -25.0380 0.3 -0.1 0.8
H -2.3422 -10.4836 -23.6035 -0.3 0.1 -0.1
H -2.9157 -11.9249 -24.4942 0.2 0.2 -0.2
H -4.7126 -9.7190 -23.3988 -0.2 0.0 -0.4
H -4.6668 -11.3076 -22.7733 -0.1 -0.6 -0.4
C 5.1292 -12.6435 -18.7974 -0.7 0.1 0.6
C 6.5366 -12.4073 -18.3295 0.3 -0.4 0.2
C 6.7689 -11.0857 -17.6374 0.5 2.0 1.5
F 8.1105 -10.7001 -17.5961 -1.4 -0.8 -0.4
F 6.0698 -10.1037 -18.2736 0.3 -0.2 -0.7
F 6.9719 -13.4356 -17.5316 -0.2 0.6 -0.2
F 7.2786 -12.4101 -19.4476 0.6 -0.2 -0.6
O 4.2452 -12.5107 -17.6349 0.2 0.8 0.5
C 3.0463 -13.2305 -17.6323 3.7 0.4 -1.4
C 2.3322 -13.1436 -16.3113 2.5 -1.0 1.6
F 1.8419 -11.9696 -16.1846 -1.6 3.6 0.0
F 1.3761 -14.0193 -16.0814 -1.1 -1.5 -0.7
F 2.3822 -12.8486 -18.6804 -2.6 1.0 -1.4
F 3.4528 -14.4444 -17.9134 -0.5 -3.3 0.3
H 5.1594 -13.6145 -19.2917 -0.4 -0.2 0.5
H 4.9268 -11.9092 -19.5771 -0.4 0.2 0.3
H 6.3925 -11.0013 -16.6179 0.2 -0.8 0.1
H 3.0704 -13.2734 -15.5199 0.4 -0.3 0.0
C 4.5142 -12.2150 -24.5931 0.4 -1.2 1.1
C 5.9047 -12.1584 -25.2836 -3.0 0.8 0.4
C 6.9962 -11.5376 -24.4276 1.1 1.4 -0.2
F 6.5965 -10.3592 -23.8567 0.2 -0.7 -0.5
F 7.3718 -12.3683 -23.4366 -0.7 -0.4 0.4
F 6.3130 -13.3928 -25.5238 0.3 -1.2 -0.6
F 5.6317 -11.5291 -26.4820 1.3 -0.1 0.6
O 3.9730 -10.9392 -24.5368 -3.0 2.6 0.9
C 2.7917 -10.6743 -23.6928 1.8 -1.2 -1.5
C 2.1030 -9.3027 -24.0648 0.6 -0.5 -3.2
F 1.1248 -8.9134 -23.2842 -1.1 -0.6 1.7
F 2.9390 -8.2888 -24.1731 2.4 1.2 1.2
F 1.8723 -11.6690 -23.8668 0.2 0.5 -0.1
F 3.1683 -10.7441 -22.4225 0.0 0.5 0.5
H 4.6305 -12.6311 -23.5924 0.3 0.1 0.0
H 3.8598 -12.9205 -25.1052 0.1 0.0 -0.5
H 7.9135 -11.4029 -25.0009 -0.1 0.5 -0.4
H 1.7659 -9.2757 -25.1010 -0.8 -1.6 -0.1
```
Positions in Å, forces in eV/Å.

---

3.
The following is a quantum chemistry calculation of C11H16Br4IrN2O3 as an isolated structure in a non-equilibrium geometry, from the OMol25 dataset.

Properties
- Total charge: +2
- Multiplicity: 2
- Electronic energy: -11163.7131 a.u.

Geometry as XYZ:
```
37
Properties=species:S:1:pos:R:3:forces:R:3
Ir -0.0975 -0.0880 0.2126 1.7 1.5 -1.2
Br 3.6076 5.9264 -0.1112 -0.1 -0.2 0.0
C 3.1444 4.1335 -0.1230 -4.1 1.2 0.0
C 4.1291 3.1482 -0.1166 1.2 -4.0 0.0
Br 5.9234 3.6103 -0.1124 -0.3 -0.2 0.0
C 3.7609 1.7723 -0.1109 0.5 1.8 -0.1
Br 5.0085 0.4302 -0.1413 0.5 -0.5 0.0
C 2.3857 1.3689 -0.0664 1.5 -1.5 0.2
O 2.0223 0.1654 0.0121 -0.6 0.4 0.1
C 1.3614 2.3918 -0.1045 -1.5 1.4 0.0
O 0.1595 2.0254 -0.0931 0.4 -0.5 0.4
C 1.7663 3.7667 -0.1429 2.0 0.6 -0.1
Br 0.4270 5.0135 -0.2027 -0.5 0.5 0.0
N -2.2061 0.4172 0.0634 0.5 -1.1 0.2
C -3.2446 -0.6398 -0.2108 -0.3 0.1 -0.3
C -2.5569 -1.8968 -0.6779 0.0 0.0 0.1
C -1.9350 -2.6235 0.5106 -0.1 0.0 0.0
C -0.6327 -3.2792 0.1497 0.1 -0.2 0.1
N 0.4237 -2.2152 -0.0312 -1.1 0.5 0.5
H -2.4800 0.9757 0.8664 0.1 0.1 0.0
H -2.1640 1.0503 -0.7311 -0.1 0.1 0.0
H -3.9411 -0.2768 -0.9650 0.0 0.2 0.1
H -3.8111 -0.8304 0.6989 0.0 0.1 0.1
H -1.7901 -1.5869 -1.3974 0.0 -0.1 -0.1
H -3.2359 -2.5551 -1.2189 -0.1 0.1 0.0
H -2.6376 -3.3373 0.9410 0.0 -0.1 -0.1
H -1.7002 -1.9094 1.3056 -0.2 0.0 0.1
H -0.7266 -3.8539 -0.7707 0.1 0.0 0.0
H -0.3290 -3.9626 0.9401 0.2 0.0 0.0
H 0.8238 -2.2771 -0.9625 0.1 0.0 0.0
H 1.1851 -2.3851 0.6185 0.1 0.0 0.0
C -0.2355 -0.1830 3.6295 -0.1 0.0 0.1
O 0.2183 0.5483 2.4629 -0.1 -0.1 -0.1
H -0.5001 0.5159 4.4192 0.0 0.0 0.0
H 0.5319 -0.8688 3.9832 0.0 0.0 -0.1
H -1.1207 -0.7395 3.3367 0.0 0.0 0.0
H 1.1027 0.8871 2.6416 0.0 0.0 0.1
```
Positions in Å, forces in eV/Å.